The following is a quantum chemistry calculation of one molecule with the formula C8H14, from the Open Molecules 2025 dataset.

```
22
Properties=species:S:1:pos:R:3:forces:R:3:lowdin_charge:R:1
C -1.6901 0.2607 -0.8514 1.49 0.53 1.62 0.0683
C -0.3794 -0.0804 -0.5431 -2.50 0.59 -0.07 -0.2871
C 0.6292 -0.4847 -1.5777 -0.83 1.65 -1.47 -0.1918
C 1.4546 0.7314 -2.1582 -1.56 -1.19 -1.44 -0.0881
C 0.1832 0.0001 0.8305 0.50 0.95 0.27 -0.3128
C 1.2298 1.0611 1.0399 0.64 0.45 -1.03 -0.0533
C -0.2481 -0.5940 1.9274 -1.80 -0.98 0.65 -0.1186
C -1.5307 -1.4119 1.9933 -0.49 -0.93 -1.08 -0.1063
H -2.1961 0.2295 -1.8204 0.74 -0.24 0.03 0.0558
H -2.3369 0.7750 -0.0786 0.90 -0.97 -0.68 0.0785
H 0.0172 -0.7294 -2.4388 0.04 -0.84 -0.13 0.0975
H 1.2261 -1.2897 -1.2563 0.74 -1.07 0.28 0.0966
H 1.4053 0.6824 -3.2700 0.49 -0.46 0.55 0.0729
H 0.7517 1.5311 -2.0277 0.52 1.23 0.72 0.0641
H 2.4885 0.8273 -1.8842 0.13 0.41 0.55 0.0555
H 2.0979 1.0911 0.3179 -1.02 -0.10 0.74 0.0799
H 1.6065 1.0354 2.0601 0.06 0.03 -0.02 0.0711
H 0.6219 1.9735 0.9045 0.72 0.12 0.07 0.0978
H 0.3083 -0.5699 2.8727 -0.09 0.43 -0.49 0.1071
H -1.8387 -1.7058 2.9937 0.45 -0.04 0.21 0.0541
H -2.4827 -0.9885 1.5583 1.37 -0.02 0.18 0.0725
H -1.3175 -2.3440 1.4080 -0.51 0.46 0.53 0.0861
```
Positions in Å, forces in eV/Å.

## Properties
Energy above the lowest of the compared OMol25 structures with the same formula, charge and spin ... 205.3 kJ/mol
SMILES ... C=C(CC)/C(C)=C\C
HOMO-LUMO gap ... 9.7 eV
Charge ... 0
Total energy ... -313.1392 Eh

The following is a quantum chemistry calculation of one molecule with the formula C8H14, from the Open Molecules 2025 dataset.

```
22
Properties=species:S:1:pos:R:3:forces:R:3:lowdin_charge:R:1
C 1.1374 -1.5985 -1.1152 -0.48 1.70 -0.01 0.0704
C 0.6500 -0.5595 -0.3726 0.04 -2.75 1.04 -0.2687
C 1.3958 -0.1755 0.8982 -0.89 -0.18 0.88 -0.2361
C 2.3391 1.0033 0.8182 0.90 0.49 -0.43 -0.1036
C -0.6699 0.0401 -0.5694 0.42 0.35 -1.59 -0.2705
C -1.2179 0.0180 -2.0146 1.39 0.96 0.50 -0.0394
C -1.4328 0.6979 0.3392 -0.74 0.75 0.35 -0.1429
C -2.2190 0.0832 1.4683 1.37 0.19 -0.03 -0.0893
H 0.6026 -1.8668 -2.0130 0.04 -0.46 0.00 0.0369
H 2.1027 -2.0657 -0.9504 -0.07 0.23 0.09 0.0629
H 1.8197 -1.0801 1.3232 0.64 -0.07 -0.21 0.1046
H 0.6596 0.0978 1.6674 -0.18 -0.04 -0.24 0.0994
H 3.0668 1.0895 1.6444 -0.62 -0.22 0.00 0.0747
H 2.9820 0.9651 -0.0697 -0.26 -0.04 -0.07 0.0724
H 1.7620 1.9342 0.7787 0.18 -0.10 -0.07 0.0737
H -2.2825 0.2304 -2.0017 0.09 0.16 -0.28 0.0712
H -1.0554 -1.0084 -2.3519 -0.25 0.13 -0.06 0.0632
H -0.6287 0.6773 -2.6751 -0.46 -0.19 -0.08 0.0871
H -1.7179 1.7315 0.0812 -1.15 -0.77 -0.72 0.1095
H -2.3788 0.7533 2.2970 0.05 0.16 0.53 0.0590
H -3.2195 -0.1369 1.0565 0.43 -0.18 0.09 0.0861
H -1.6952 -0.8303 1.7610 -0.45 -0.11 0.30 0.0793
```
Positions in Å, forces in eV/Å.

## Properties
Energy above the lowest of the compared OMol25 structures with the same formula, charge and spin ... 304.0 kJ/mol
SMILES ... C=C(CC)/C(C)=C\C
HOMO-LUMO gap ... 7.5 eV
Charge ... 0
Total energy ... -313.1016 Eh

The following is a quantum chemistry calculation of C8H14B3ClNO7 as an isolated structure, from the Open Molecules 2025 dataset.

```
34
Properties=species:S:1:pos:R:3:forces:R:3:lowdin_charge:R:1
B 4.6331 -0.3737 -0.2611 0.51 0.13 0.28 -0.2910
O 4.5880 -1.6203 0.4068 -2.02 1.36 -0.09 0.1755
B 3.4756 -1.6606 1.3024 1.65 1.31 0.74 -0.2606
O 3.2974 -0.4767 2.0796 -0.85 -0.83 -2.36 0.1916
B 2.9062 0.4945 1.0912 0.03 0.24 1.04 -0.4939
C 1.4561 1.1400 1.2405 -0.36 0.76 -0.42 -0.0506
C 1.0119 1.9991 -0.0084 0.73 0.19 -0.58 -0.2099
C 0.5479 1.1255 -1.2305 0.33 -0.41 0.43 -0.1641
C -0.6609 0.1534 -0.9401 0.21 0.58 -1.99 -0.1494
N -1.7004 0.6841 -0.0409 0.33 -1.95 1.28 -0.1369
C -2.3125 1.9229 0.0708 -2.07 -1.36 2.56 -0.1007
C -3.2941 1.7631 1.1504 1.02 -1.20 -0.52 -0.1078
C -3.2252 0.3598 1.6972 2.27 1.74 -3.20 -0.0742
C -2.1898 -0.2555 0.8787 -2.34 1.66 1.92 -0.0947
O 3.8383 0.7511 0.0561 -0.55 -1.93 0.64 0.2091
H 5.4107 -0.2420 -1.1540 -0.04 -0.07 0.07 0.1069
H 2.7151 -2.5593 1.3779 0.18 -0.29 0.05 0.1191
H 1.4560 1.8310 2.1330 0.08 -0.78 -0.63 0.1254
H 0.6950 0.3406 1.4761 0.77 0.73 -0.15 0.1208
H 1.9352 2.5577 -0.3530 -0.97 -0.44 0.30 0.1095
H 0.2600 2.7881 0.2431 0.48 -0.88 -0.02 0.0929
H 0.3432 1.7414 -2.1505 0.14 -0.37 1.06 0.1111
H 1.4271 0.4635 -1.4965 -0.91 0.63 0.10 0.1143
H -1.1548 -0.0465 -1.9364 0.54 -0.03 1.03 0.1265
H -0.2952 -0.8512 -0.6000 -0.62 1.11 0.04 0.1207
H -2.0764 2.8104 -0.5446 -0.13 -0.98 0.45 0.1061
H -4.0124 2.5312 1.5233 0.90 -0.64 -0.55 0.0682
H -3.8315 -0.1019 2.4990 0.59 0.44 -0.79 0.0765
H -1.8726 -1.3196 0.9844 -0.04 1.25 -0.74 0.1131
O -1.3934 -2.6696 -2.3297 0.14 0.02 0.02 -0.4030
Cl -2.6746 -3.1918 -1.8997 -0.35 -0.08 -0.05 0.6198
O -2.9051 -4.4807 -2.5111 0.11 0.06 0.07 -0.3852
O -3.7220 -2.2786 -2.2969 0.11 0.03 0.04 -0.3861
O -2.6756 -3.3293 -0.4568 0.11 0.00 -0.03 -0.3990
```
Positions in Å, forces in eV/Å.

## Properties
HOMO-LUMO gap ... 7.6 eV
Charge ... -1
Total energy ... -1429.4464 Eh

The following is a quantum chemistry calculation of a 2-piece molecular cluster, C8H14BNO4 overall, from the Open Molecules 2025 dataset.

```
28
Properties=species:S:1:pos:R:3:forces:R:3:lowdin_charge:R:1
O 1.4082 -1.4910 -1.3105 1.84 0.21 0.42 0.1571
B 2.4031 -1.3392 -0.3516 -0.44 -1.84 -0.14 -0.5743
O 3.1264 -2.5040 0.0079 -0.27 2.34 0.01 0.1397
C 2.7748 0.0303 0.4158 1.17 -1.00 0.02 -0.0182
N 2.2861 1.2850 -0.2434 -0.03 0.32 1.55 0.0726
C 0.7867 1.4192 -0.3253 -2.03 1.50 -0.99 -0.1703
O 0.1266 1.0398 0.8622 0.24 -0.72 -1.96 -0.0465
C -1.0360 0.2973 0.4467 -2.36 -1.69 -0.22 -0.2371
C -2.1084 0.9507 -0.3201 0.41 -1.61 0.52 -0.0107
C -3.2615 0.1563 -0.7612 2.62 -1.13 1.48 -0.0289
C -3.2747 -1.2727 -0.4102 0.81 0.97 0.33 -0.0807
C -2.2274 -1.9131 0.3755 0.76 2.24 -0.33 -0.0723
C -1.0800 -1.1095 0.8094 -1.60 1.16 -1.14 -0.0149
H 1.6370 -2.3003 -1.8148 -0.62 0.37 0.35 0.1350
H 3.8224 -2.2080 0.6229 -0.19 -0.74 -0.24 0.1022
H 2.4853 -0.0545 1.4978 -0.13 0.54 -1.13 0.1536
H 3.9063 0.0937 0.4173 -1.15 0.06 -0.02 0.1436
H 2.6801 1.3979 -1.1854 -0.16 -0.10 0.33 0.1924
H 2.6147 2.0714 0.3425 -0.08 -0.26 -0.49 0.1907
H 0.5719 2.5129 -0.5172 0.52 -0.92 0.23 0.1667
H 0.4113 0.8825 -1.2429 0.63 0.09 1.15 0.1560
H -1.9919 2.0464 -0.5401 -0.52 -1.16 0.38 0.1132
H -4.0592 0.6411 -1.3634 0.68 -0.55 0.69 0.1081
H -4.1350 -1.8876 -0.7554 0.77 0.53 0.35 0.0929
H -2.2232 -2.9988 0.6503 -0.31 1.23 -0.43 0.0999
H -0.2428 -1.5332 1.4088 -0.84 0.29 -0.52 0.1101
O -3.0249 3.2358 1.7149 -0.06 0.29 -0.38 -0.6175
H -2.3760 2.5516 1.5696 0.35 -0.42 0.17 -0.2623
```
Positions in Å, forces in eV/Å.

## Properties
Energy above the lowest of the compared OMol25 structures with the same formula, charge and spin ... 254.0 kJ/mol
HOMO-LUMO gap ... 3.2 eV
Charge ... 0
Total energy ... -693.6659 Eh

The following is a quantum chemistry calculation of one molecule with the formula C8H14F4P2, from the Open Molecules 2025 dataset.

```
28
Properties=species:S:1:pos:R:3:forces:R:3:lowdin_charge:R:1
C -3.1082 0.4171 -0.4508 -0.15 -0.62 -1.15 -0.0650
C -1.5616 0.2855 -0.5203 0.56 -0.43 -0.28 -0.2894
C -0.7965 1.2884 0.3570 -0.61 -2.43 1.70 -0.2383
C 0.6773 1.3340 0.0310 0.03 -0.02 0.77 -0.5032
P 1.5848 2.6165 1.1320 0.86 0.46 -3.42 0.9134
C 1.2948 -0.0285 0.3042 -1.88 -1.86 -0.53 -0.2874
C 2.6381 -0.1947 -0.2491 -0.39 -1.41 -2.53 -0.6972
F 3.3087 -1.2579 0.1957 0.19 -0.61 0.03 0.0788
F 2.5660 -0.3570 -1.6712 0.53 0.48 1.67 0.0546
F 3.3663 0.8044 0.0102 2.53 2.78 -0.03 0.1579
C 0.4969 -1.2697 -0.3369 -0.83 0.92 1.70 -0.4494
P 1.1797 -2.7337 0.5441 -0.37 -1.94 -0.31 0.8936
C -1.0316 -1.1323 -0.0708 -1.09 -1.58 -4.26 -0.3782
F -1.2443 -1.4344 1.2106 -0.53 0.52 2.53 -0.0169
H -3.5389 -0.0530 0.4292 0.13 0.56 0.52 0.0750
H -3.5572 -0.2010 -1.2402 0.37 -0.15 -0.12 0.0698
H -3.5669 1.4005 -0.7083 0.80 -0.34 0.79 0.0883
H -1.2173 0.4682 -1.6051 -0.51 -0.54 1.43 0.1678
H -1.3303 2.1740 0.2635 -0.36 2.17 -0.15 0.0816
H -0.9405 0.9605 1.4283 0.09 0.37 -0.84 0.1392
H 0.6155 1.6322 -1.0267 1.21 -0.04 0.13 0.1313
H 1.0594 2.2949 2.3147 -1.54 -0.41 1.62 -0.1362
H 0.6103 3.4004 0.5035 -0.23 1.18 0.96 -0.0910
H 1.4238 -0.1833 1.4103 -0.44 0.10 -0.82 0.1553
H 0.7194 -1.4010 -1.3731 -0.19 0.44 -0.63 0.0960
H 2.0205 -3.2471 -0.5397 -0.72 0.22 0.70 -0.0576
H 0.0379 -3.5807 0.2672 0.60 0.17 0.00 -0.0778
H -1.7061 -2.0023 -0.6094 1.96 2.04 0.52 0.1852
```
Positions in Å, forces in eV/Å.

## Properties
Energy above the lowest of the compared OMol25 structures with the same formula, charge and spin ... 0.0 kJ/mol
SMILES ... C[C@H]1C[C@@H](P)[C@H](C(F)(F)F)[C@@H](P)[C@H]1F
HOMO-LUMO gap ... 10.2 eV
Charge ... 0
Total energy ... -1395.3210 Eh

The following is a quantum chemistry calculation of an isolated ion of composition C8H14FN2O and charge +1, from the Open Molecules 2025 dataset.

```
26
Properties=species:S:1:pos:R:3:forces:R:3:lowdin_charge:R:1
C -3.1065 -1.0744 -1.0000 1.87 -1.22 -1.12 -0.0146
C -1.9446 -0.2387 -0.7478 1.38 1.35 0.61 -0.3148
C -1.0558 -0.5050 0.1940 3.61 -0.04 1.06 0.0032
C 0.1436 0.5428 0.3396 -0.71 1.50 -0.65 -0.1234
C 1.7779 0.2686 0.4193 -2.21 0.10 0.67 -0.4067
N 2.3449 -0.5309 -0.6673 -2.24 -2.24 -4.02 0.2338
F 2.4189 1.4293 0.5192 0.32 0.85 0.05 0.1234
C 1.8464 -0.6278 1.6595 0.16 -0.96 0.17 -0.4857
N 1.8681 -0.1487 2.8901 1.05 3.35 1.04 0.2180
O 1.7139 -1.8171 1.4085 0.07 -0.54 -0.49 0.0736
C -0.2417 1.4807 -0.8811 -0.09 1.50 0.60 -0.1337
C -1.6556 1.1019 -1.3268 -1.95 0.66 -0.67 -0.1504
H -3.8514 -0.6834 -1.6214 -0.90 0.50 -1.06 0.0793
H -3.4772 -1.3069 -0.0769 -1.52 -0.68 2.36 0.0648
H -2.6624 -2.0201 -1.3491 -0.73 0.13 -0.45 0.1150
H -0.9816 -1.3512 0.8519 -0.48 -0.41 0.08 0.1091
H 0.1319 1.0836 1.3140 -0.67 -0.22 -0.58 0.1404
H 1.5259 -0.7003 -1.3833 1.36 0.38 1.58 0.2077
H 2.3391 -1.4970 -0.1675 0.64 0.47 -0.49 0.1678
H 3.0973 -0.2999 -1.4082 -0.64 0.10 2.49 0.2300
H 2.2859 0.8267 3.0917 -1.26 -2.26 -0.52 0.1830
H 1.5773 -0.6983 3.6969 0.37 -0.07 -0.53 0.1467
H 0.4543 1.2521 -1.6680 0.34 -0.03 -0.72 0.0899
H -0.2156 2.6236 -0.7680 0.41 -1.78 0.36 0.1476
H -2.4819 1.7764 -0.8871 1.36 -0.59 -0.62 0.1590
H -1.8510 1.1143 -2.4320 0.46 0.15 0.85 0.1371
```
Positions in Å, forces in eV/Å.

## Properties
Energy above the lowest of the compared OMol25 structures with the same formula, charge and spin ... 43.0 kJ/mol
SMILES ... CC1=C[C@@H]([C@@]([NH3+])(F)C(N)=O)CC1
HOMO-LUMO gap ... 9.3 eV
Charge ... +1
Total energy ... -597.5517 Eh

The following is a quantum chemistry calculation of C8H14IN2OP as an isolated structure, from the Open Molecules 2025 dataset.

```
27
Properties=species:S:1:pos:R:3:forces:R:3:lowdin_charge:R:1
C -0.9780 0.5897 0.6989 0.25 -0.19 -0.03 -0.5241
C 2.8296 -1.7390 0.1995 0.96 1.82 -1.43 -0.5532
C 4.1353 -0.6910 -1.9348 -0.52 -0.35 1.22 0.0380
C -3.0983 0.0613 1.9162 0.04 -0.30 -0.02 -0.1302
C -3.2177 1.4780 -0.1450 0.12 0.00 -0.14 -0.1257
C -0.1603 1.0903 -0.4643 0.12 -0.11 0.05 -0.1838
C 0.9529 0.0602 -0.6956 0.22 -0.13 -0.09 -0.3720
C -2.4588 0.3849 0.5813 -0.42 -0.35 0.11 -0.7819
N 2.9450 -3.1070 -0.0399 0.22 -1.05 0.25 0.0548
N 3.6538 -2.6871 0.8854 0.01 -0.44 -0.16 0.0733
O -0.3553 0.2109 1.6837 -1.23 0.99 0.08 -0.1079
P 1.4488 -0.8117 0.8694 0.08 -0.80 -0.18 0.9510
I -2.4930 -1.4654 -0.6736 -0.03 0.44 0.27 0.9046
H 5.0350 -1.2270 -1.7209 0.33 -0.21 0.05 -0.0243
H 4.1180 0.3575 -1.7166 0.00 0.31 0.00 -0.0283
H 3.4704 -1.0814 -2.6723 -0.28 -0.14 -0.34 -0.0224
H -4.1251 -0.2739 1.7793 0.00 0.03 -0.03 0.0789
H -3.1074 0.9605 2.5312 0.03 0.11 0.06 0.0956
H -2.5379 -0.7082 2.4426 -0.03 0.03 0.01 0.0798
H -2.8513 1.6534 -1.1531 0.01 0.02 -0.02 0.0664
H -3.1279 2.4059 0.4248 0.00 0.04 0.03 0.0989
H -4.2729 1.2196 -0.2067 -0.01 -0.02 0.00 0.0828
H 0.2795 2.0431 -0.1563 -0.04 0.01 -0.02 0.1318
H -0.7451 1.2490 -1.3696 0.01 0.02 0.09 0.0993
H 0.6178 -0.7114 -1.3964 0.07 0.10 0.08 0.0630
H 1.8483 0.5244 -1.1095 -0.15 -0.04 -0.06 0.0551
H 2.1944 0.2144 1.4423 0.26 0.21 0.22 -0.0193
```
Positions in Å, forces in eV/Å.

## Properties
Energy above the lowest of the compared OMol25 structures with the same formula, charge and spin ... 277.1 kJ/mol
HOMO-LUMO gap (alpha / beta) ... 7.3 / 6.3 eV
Charge ... 0
Total energy ... -1136.7942 Eh

The following is a quantum chemistry calculation of a 2-piece molecular cluster, C8H14N overall, from the Open Molecules 2025 dataset.

```
23
Properties=species:S:1:pos:R:3:forces:R:3:lowdin_charge:R:1
C -3.0348 1.8581 0.0021 1.15 -1.08 -1.19 0.0419
C -2.4029 1.3170 -0.8492 0.93 -0.35 -3.46 -0.0262
C 0.2694 -0.3111 0.5426 2.27 2.13 -1.05 0.0179
C 1.2209 0.4778 -0.2801 1.18 -1.98 -0.02 -0.3279
C -1.6295 -1.9497 0.6959 -1.55 -0.92 0.30 0.0054
C -1.1946 -1.9406 -0.7445 -0.70 -3.32 -3.77 -0.0858
C 1.4625 1.8141 0.3457 0.57 -0.14 -1.68 -0.0540
C 2.6305 -0.2904 -0.0230 -2.04 1.49 -2.53 0.0048
N -0.6138 -1.0905 0.1209 -0.05 1.33 3.91 -0.0500
H -3.3586 2.1631 0.8958 -1.47 1.26 2.70 -0.0077
H 0.9791 0.4959 -1.3649 0.19 0.05 0.75 0.1595
H -1.9972 1.0913 -1.8767 -0.60 0.19 1.92 0.0697
H 0.5769 -0.0710 1.5646 -1.46 -0.85 0.44 0.1737
H -2.6786 -1.5202 0.8635 1.99 -0.25 0.03 0.1546
H -1.2921 -2.7933 1.3772 -0.40 1.28 -1.06 0.1551
H -0.5310 -2.7938 -1.0431 -0.54 0.85 0.24 0.1561
H -1.7930 -1.6074 -1.6312 0.28 0.03 1.28 0.1469
H 1.4215 1.8436 1.3829 -0.13 -0.23 2.03 0.0778
H 2.4693 2.0417 0.0560 0.35 0.87 -0.07 0.0870
H 0.7878 2.5068 -0.0375 -1.06 1.55 -0.54 0.0724
H 2.5426 -1.2124 -0.5278 0.52 -1.25 -0.39 0.0695
H 2.7812 -0.3893 0.9934 0.47 -0.33 2.16 0.0631
H 3.3845 0.3603 -0.4628 0.10 -0.34 -0.01 0.0962
```
Positions in Å, forces in eV/Å.

## Properties
Energy above the lowest of the compared OMol25 structures with the same formula, charge and spin ... 368.3 kJ/mol
HOMO-LUMO gap ... 10.1 eV
Charge ... +1
Total energy ... -367.5396 Eh

The following is a quantum chemistry calculation of a 2-piece molecular cluster, C8H14N2 overall, from the Open Molecules 2025 dataset.

```
24
Properties=species:S:1:pos:R:3:forces:R:3:lowdin_charge:R:1
C -0.4258 -1.6385 0.9686 0.39 -0.75 0.79 -0.2135
C -0.1833 -0.3022 0.7640 -0.46 0.24 1.00 -0.1682
C -0.2138 0.8731 -0.0572 -2.02 -0.41 -1.09 -0.4824
C -1.4853 -2.3566 -2.6951 -0.55 -0.18 -1.85 -0.0376
C 0.3503 0.7595 -1.4049 3.07 -0.11 -2.16 -0.0442
C -1.3521 1.8715 -0.0859 2.22 1.42 -0.17 -0.0061
C 2.1817 0.2123 2.9528 -2.50 -1.35 0.22 -0.0715
C 1.4903 1.1637 2.0134 -1.18 -1.88 -0.87 -0.0918
N -0.5700 -2.7547 1.2677 -0.06 0.56 -0.40 0.1217
N 0.5503 0.7470 1.1515 2.89 -0.60 2.85 0.0479
H -2.3272 -3.0228 -2.5023 -0.31 0.39 -0.55 0.0263
H -1.4305 -1.7069 -1.8908 0.80 0.68 2.20 -0.0480
H -0.6467 -3.0130 -2.8891 0.48 0.34 0.30 0.0227
H 0.8407 -0.2627 -1.7798 -1.20 2.15 1.25 0.1360
H 1.1546 1.5688 -1.4584 -0.94 -0.92 -0.58 0.1097
H -0.4861 1.0413 -2.0522 0.56 -0.24 -0.41 0.0749
H -1.0192 2.6743 -0.7904 -0.77 -0.62 0.15 0.0971
H -1.3530 2.3972 0.8394 -0.74 0.10 1.06 0.0744
H -2.2587 1.4009 -0.3574 -1.00 -0.20 -0.26 0.0805
H 3.2017 0.0599 2.6387 0.49 0.06 0.12 0.0610
H 2.1122 0.5071 4.0611 0.13 -0.45 -1.70 0.1005
H 1.6195 -0.7713 2.7502 1.07 1.07 0.92 0.0924
H 1.8306 2.1425 2.0574 0.06 1.89 -0.72 0.0819
H -1.5803 -1.5903 -3.5013 -0.42 -1.22 -0.08 0.0363
```
Positions in Å, forces in eV/Å.

## Properties
Energy above the lowest of the compared OMol25 structures with the same formula, charge and spin ... 504.7 kJ/mol
HOMO-LUMO gap (alpha / beta) ... 7.8 / 7.8 eV
Charge ... 0
Total energy ... -422.5529 Eh